Record 1
Entry from the OMol25 dataset: a structure of composition C49H62IN7OSeW (the ωB97M-V functional and the def2-TZVPD basis).

CARTESIAN COORDINATES (ANGSTROEM)
W 0.29 0.17 0.45
C -5.78 0.83 -0.77
C -5.20 1.61 0.42
C -3.71 1.79 0.31
C -3.04 2.85 -0.21
C -3.61 4.10 -0.80
C -3.53 5.29 0.16
C -1.64 2.54 -0.11
C -0.64 3.35 -0.62
C 0.71 3.12 -0.49
C 1.74 4.09 -0.82
C 1.51 5.35 -1.58
C 1.25 5.09 -3.07
C 2.90 3.60 -0.32
C 2.58 2.35 0.33
C 3.41 1.67 1.18
C 3.05 0.59 1.98
N 1.84 -0.06 1.92
C 1.96 -1.15 2.76
C 1.01 -2.16 2.92
C -0.27 -2.17 2.43
N -0.80 -1.17 1.66
C -2.15 -1.36 1.67
C -3.05 -0.42 1.20
C -2.73 0.82 0.72
N -1.45 1.32 0.50
C -2.48 -2.59 2.35
C -1.31 -3.09 2.82
C -1.09 -4.31 3.66
C -1.08 -4.02 5.16
C -3.87 -3.12 2.53
C -4.62 -2.45 3.69
C 3.24 -1.14 3.39
C 3.92 -0.06 2.91
C 5.33 0.35 3.21
C 6.32 -0.23 2.20
C 3.71 -2.14 4.41
C 3.12 -1.87 5.80
N 1.26 2.03 0.12
C 4.25 4.25 -0.30
C 4.45 5.14 0.93
H -6.85 0.67 -0.63
H -5.29 -0.13 -0.89
H -5.63 1.39 -1.69
H -5.43 1.09 1.35
H -5.67 2.59 0.49
H -4.65 3.91 -1.08
H -3.09 4.33 -1.73
H -4.09 5.08 1.07
H -3.95 6.19 -0.30
H -2.50 5.50 0.44
H -0.95 4.27 -1.09
H 2.37 6.00 -1.47
H 0.66 5.89 -1.15
H 2.10 4.58 -3.52
H 1.08 6.03 -3.61
H 0.37 4.45 -3.21
H 4.42 2.05 1.30
H 1.30 -2.98 3.57
H -4.11 -0.67 1.26
H -0.15 -4.79 3.37
H -1.87 -5.04 3.43
H -0.31 -3.30 5.42
H -0.91 -4.93 5.73
H -2.04 -3.60 5.48
H -3.82 -4.19 2.69
H -4.43 -2.98 1.60
H -4.10 -2.63 4.63
H -5.63 -2.85 3.77
H -4.69 -1.38 3.54
H 5.59 0.03 4.22
H 5.41 1.44 3.22
H 6.28 -1.32 2.21
H 7.34 0.08 2.43
H 6.09 0.10 1.19
H 4.80 -2.11 4.46
H 3.45 -3.15 4.09
H 3.41 -0.88 6.16
H 3.47 -2.61 6.52
H 2.03 -1.90 5.78
H 4.36 4.85 -1.21
H 5.03 3.49 -0.34
H 3.71 5.94 0.96
H 5.44 5.60 0.92
H 4.35 4.57 1.85
Se 3.26 -1.66 -0.19
N 1.44 -1.66 -0.13
C 1.02 -2.86 -0.52
C -0.32 -3.33 -0.56
C -0.57 -4.54 -1.12
C 0.48 -5.41 -1.58
C 1.78 -5.07 -1.44
C 2.10 -3.77 -0.92
N 3.32 -3.31 -0.80
H -1.12 -2.70 -0.22
H -1.59 -4.89 -1.19
H 0.20 -6.35 -2.04
H 2.59 -5.70 -1.77
C -0.06 0.21 -4.25
C 0.74 -0.12 -2.97
C 1.41 -1.47 -3.26
C 1.82 0.95 -2.81
C -0.26 -0.21 -1.76
H 0.62 0.16 -5.10
H -0.48 1.21 -4.22
H -0.85 -0.52 -4.41
H 1.89 -1.43 -4.24
H 0.68 -2.28 -3.29
H 2.21 -1.70 -2.55
H 2.44 0.98 -3.71
H 2.48 0.75 -1.96
H 1.38 1.94 -2.69
H -0.63 -1.23 -1.78
N -3.25 1.15 -3.18
C -2.55 0.14 -2.51
O -1.38 0.66 -2.06
C -3.03 -1.09 -2.31
I -1.56 -4.22 -4.19
H -2.63 1.68 -3.78
H -4.02 0.78 -3.72
H -3.93 -1.40 -2.81
H -2.49 -1.85 -1.77

Output
HOMO-LUMO gap (alpha / beta): 4.43 / 4.18 eV
Energy relative to the best compared isomer or geometry (same formula, charge and spin): 21.3 kcal/mol
HOMO energy (alpha / beta): -6.042 / -6.026 eV
Lowest unoccupied orbital energy (alpha / beta): -1.613 / -1.841 eV
Spin multiplicity: 3
Expectation value of S²: 2.03

***

Record 2
Entry from the OMol25 dataset: a structure of composition C34H53FN3O4Si2 in a non-equilibrium geometry (the ωB97M-V functional and the def2-TZVPD basis).

CARTESIAN COORDINATES (ANGSTROEM)
C 1.73 0.12 7.35
C 2.36 -0.11 5.91
C 1.61 0.61 4.73
N 0.24 0.12 4.46
C 0.20 -0.98 3.55
C 0.20 -2.41 3.97
C 0.19 -2.65 5.52
C -1.28 -3.21 5.86
O -2.21 -2.43 5.10
C -3.30 -3.21 4.60
C -3.80 -2.50 3.27
C 0.20 -3.52 2.99
C 0.25 -4.97 3.51
C 1.63 -5.72 3.22
F -0.87 -5.76 3.11
C 0.16 -3.24 1.56
C 0.12 -4.25 0.38
O 0.25 -5.63 0.68
C 1.22 -6.23 -0.21
C 0.13 -1.82 1.16
C 0.16 -0.71 2.11
C 0.12 0.78 1.56
O -0.49 1.65 2.13
C 0.88 0.99 0.21
C 1.59 2.21 -0.18
C 1.63 3.48 0.72
C 2.05 3.24 2.21
C 1.31 4.12 3.28
N 2.95 2.42 2.59
C 2.27 2.27 -1.47
C 2.31 1.17 -2.42
C 1.59 -0.05 -2.04
C 0.89 -0.12 -0.77
C 0.07 -1.39 -0.35
O -0.60 -1.93 -1.19
H 1.88 -0.84 7.92
H 2.31 0.90 7.92
H 0.63 0.32 7.35
H 3.41 0.30 5.94
H 2.47 -1.22 5.76
H 1.67 1.71 4.92
H 2.22 0.43 3.81
H -0.31 -0.03 5.30
H 0.91 -3.44 5.84
H 0.30 -1.72 6.11
H -1.37 -4.31 5.68
H -1.50 -3.02 6.95
H -3.01 -4.26 4.32
H -4.16 -3.28 5.31
H -3.22 -1.55 3.15
H -4.88 -2.23 3.40
H -3.61 -3.13 2.37
H 0.18 -4.98 4.63
H 2.26 -5.74 4.14
H 2.17 -5.06 2.48
H 1.47 -6.72 2.76
H -0.84 -4.08 -0.19
H 0.94 -3.96 -0.34
H 0.88 -6.06 -1.27
H 2.23 -5.79 -0.01
H 1.23 -7.33 0.05
H 2.23 4.26 0.19
H 0.57 3.87 0.76
H 0.25 4.23 2.91
H 1.74 5.16 3.25
H 1.34 3.67 4.30
H 3.34 1.95 1.76
H 2.80 3.21 -1.78
H 2.87 1.25 -3.38
H 1.58 -0.93 -2.73
C -3.32 2.38 -9.39
Si -2.10 3.27 -8.24
C -2.81 4.98 -7.91
C -0.49 3.46 -9.20
N -1.92 2.33 -6.82
Si -0.90 2.80 -5.55
C -1.41 4.44 -4.76
C 0.92 2.93 -6.06
C -1.00 1.49 -4.19
H -3.46 2.95 -10.31
H -2.95 1.39 -9.65
H -4.29 2.27 -8.90
H -3.12 5.45 -8.85
H -2.08 5.64 -7.44
H -3.69 4.92 -7.26
H 0.01 2.50 -9.32
H 0.20 4.15 -8.71
H -0.69 3.87 -10.20
H -1.18 5.29 -5.40
H -0.87 4.59 -3.81
H -2.48 4.45 -4.54
H 1.22 2.04 -6.61
H 1.56 3.01 -5.17
H 1.10 3.81 -6.67
H -0.67 0.52 -4.57
H -2.02 1.39 -3.82
H -0.35 1.77 -3.35

Output
HOMO-LUMO gap: 4.32 eV
HOMO energy: -3.295 eV
Net charge: -1
Lowest unoccupied orbital energy: 1.028 eV

***

Record 3
Entry from the OMol25 dataset: an isolated molecule of C2H6N2OS in a non-equilibrium geometry (the ωB97M-V functional and the def2-TZVPD basis).

CARTESIAN COORDINATES (ANGSTROEM)
C 2.53 -0.72 0.02
O 1.20 -0.31 -0.23
N 1.05 0.98 0.21
C -0.15 1.40 0.11
N -1.26 0.74 -0.37
S -1.71 -0.83 0.18
H 2.64 -1.70 -0.43
H 2.73 -0.75 1.08
H 3.27 -0.02 -0.48
H -0.31 2.46 0.39
H -2.06 1.32 -0.52
H -1.23 -1.54 -0.83

Output
HOMO-LUMO gap: 9.48 eV
Energy relative to the best compared isomer or geometry (same formula, charge and spin): 73.9 kcal/mol
HOMO energy: -8.691 eV
Lowest unoccupied orbital energy: 0.792 eV
SMILES string: CO/N=C\NS

***

Record 4
Entry from the OMol25 dataset: the ion C6H11N2O with charge +1 in a non-equilibrium geometry (the ωB97M-V functional and the def2-TZVPD basis).

CARTESIAN COORDINATES (ANGSTROEM)
C 1.05 1.20 1.44
C 0.04 1.90 0.62
C -0.11 2.08 -0.70
N 0.49 1.44 -1.75
C 0.83 0.21 -1.77
N 0.45 -0.84 -0.82
C -0.69 -1.09 -0.18
C -0.78 -2.54 0.27
O -1.59 -0.24 -0.22
H 1.65 0.60 0.78
H 0.77 0.71 2.44
H 1.66 2.10 1.63
H -0.73 2.38 1.26
H -0.81 2.86 -1.17
H 1.42 -0.06 -2.62
H 1.21 -1.46 -0.63
H -1.78 -2.77 0.72
H -0.06 -2.61 1.09
H -0.50 -3.27 -0.42
H -2.51 -0.60 0.03

Output
HOMO-LUMO gap: 8.04 eV
Energy relative to the best compared isomer or geometry (same formula, charge and spin): 74.2 kcal/mol
HOMO energy: -12.333 eV
Net charge: +1
Lowest unoccupied orbital energy: -4.293 eV
SMILES string: C\C=C/N=C\[NH+]=C(\C)O